1.
C4H12 | wB97M-V/def2-TZVPD

SMILES   CC.CC
Energy above the lowest of the compared OMol25 structures with the same formula, charge and spin   0.213 eV
E   -4342.31482 eV
Frontier orbital gap   12.8 eV
HOMO   -11.7 eV
Net charge   0

Structure (XYZ):
```
16
Properties=species:S:1:pos:R:3:forces:R:3:mulliken_charge:R:1
C -1.9654 -0.2479 0.5102 -0.4 0.6 0.3 -0.294
C -1.7710 -1.5216 1.3334 0.1 -0.4 -0.2 -0.878
H -2.9208 -0.1943 -0.0155 0.1 -0.4 -0.1 0.344
H -2.0027 0.6490 1.1368 0.3 -0.1 0.0 0.272
H -1.1747 -0.1131 -0.2155 0.0 0.0 -0.1 -0.247
H -1.7543 -1.3604 2.4108 -0.1 0.1 0.0 0.262
H -0.8228 -2.0036 1.0830 0.0 0.0 0.0 0.301
H -2.5470 -2.2586 1.1231 0.0 0.0 0.1 0.258
C 1.1589 1.1418 -1.0760 0.5 0.1 0.1 -0.741
C 2.5391 0.5707 -0.7479 0.3 0.7 0.0 -0.884
H 0.4824 0.3635 -1.4180 -0.1 0.1 -0.1 0.160
H 0.7122 1.6754 -0.2369 0.0 -0.2 0.1 0.278
H 1.2953 1.8908 -1.8533 -0.2 -0.1 -0.3 0.322
H 3.2504 1.3952 -0.6513 0.0 0.0 0.1 0.276
H 2.9158 -0.0211 -1.5811 -0.1 -0.3 0.2 0.277
H 2.6047 0.0341 0.1980 -0.2 -0.3 -0.2 0.292
```
Forces are in eV/Å.

2.
C15H37BBrIN9O20Ta | wB97M-V/def2-TZVPD

E   -150874.03088 eV
Frontier orbital gap   3.1 eV
HOMO   -0.5 eV
Net charge   -2

Structure (XYZ):
```
85
Properties=species:S:1:pos:R:3:forces:R:3:mulliken_charge:R:1
C 3.8289 2.9243 -1.7291 -0.3 0.2 -0.2 -1.285
C 2.8958 3.6481 -2.7030 0.3 -0.5 -0.5 -0.458
C 2.0655 2.6532 -3.5504 -0.1 1.0 0.9 -0.466
N 0.6554 2.5252 -3.1571 0.3 -1.4 -0.5 0.131
Ta -0.5020 0.8892 -3.8774 -2.3 1.8 0.5 0.231
I 1.2822 0.3731 -6.0663 -0.2 0.0 0.3 -0.407
C -1.6887 2.1704 -5.2779 0.2 -0.6 0.7 -1.053
C -2.6560 3.1542 -4.6306 0.0 0.5 -1.1 -0.292
C -2.0425 4.4046 -4.0397 -0.4 -0.5 0.7 -0.382
Br -0.9112 5.3930 -5.2751 0.1 0.1 -0.1 -0.272
O 0.6699 -0.3416 -2.4896 -0.2 -0.1 -0.3 -0.819
C 0.5044 -0.0551 -1.2993 0.5 0.2 0.1 0.714
N 0.4056 0.2837 -0.1900 0.0 0.0 0.9 -0.544
O -1.8902 1.1530 -2.3982 1.8 -0.2 -1.8 -0.580
B -2.8701 0.2095 -2.4038 -0.3 -0.9 -0.4 0.397
O -2.7737 -0.9697 -1.6750 0.0 0.3 0.4 -0.593
O -3.9791 0.3953 -3.1997 -0.4 0.8 0.3 -0.486
C -1.5791 -1.0486 -4.5608 0.7 -0.3 0.0 0.790
O -2.4529 -0.9471 -5.4572 -0.1 0.3 -0.1 -0.659
O -1.2243 -2.1143 -3.9988 -0.2 -0.3 0.3 -0.669
H 3.2672 2.5568 -0.8755 0.0 -0.3 0.2 0.179
H 4.6428 3.5542 -1.3907 0.0 0.2 0.2 0.411
H 4.2798 2.0936 -2.2633 0.0 -0.3 0.1 0.442
H 2.2540 4.3771 -2.2263 -0.2 0.1 0.2 0.167
H 3.5287 4.2030 -3.3965 0.1 0.2 -0.1 0.349
H 2.1068 3.0173 -4.5692 -0.1 -0.3 -0.4 0.261
H 2.5669 1.6911 -3.4640 0.1 -0.2 -0.4 0.395
H 0.5795 2.6458 -2.1493 -0.1 0.0 0.1 0.044
H -2.2706 1.4938 -5.8989 0.0 -0.3 0.0 0.429
H -0.9906 2.6623 -5.9515 0.1 0.3 0.0 0.654
H -3.2638 2.6685 -3.8748 0.0 -0.1 0.3 0.095
H -3.3636 3.4865 -5.3998 -0.1 0.1 -0.1 0.380
H -1.4450 4.1545 -3.1723 0.4 0.1 0.0 0.010
H -2.8149 5.0974 -3.7307 -0.1 0.2 0.0 0.479
H -2.9908 -1.6954 -2.2722 0.2 -0.2 0.0 0.272
H -4.6447 -0.2733 -3.0325 0.0 -0.1 -0.1 0.281
C 3.6408 7.5159 0.5818 0.2 0.0 0.0 -0.811
N 3.1270 6.4341 -0.3058 0.0 0.1 0.0 0.862
O 3.9387 5.7518 -0.8946 0.2 0.3 0.1 -0.479
O 1.9273 6.3225 -0.3706 -0.1 0.0 0.0 -0.456
H 4.7235 7.5033 0.5453 0.0 0.0 0.0 0.304
H 3.2419 8.4545 0.2107 -0.1 0.0 0.0 0.283
H 3.2744 7.3131 1.5831 -0.1 0.0 0.0 0.295
C 0.3871 -1.0621 2.6917 0.0 -0.1 -0.1 -0.679
N 0.6696 -1.4752 4.0957 0.0 0.1 0.0 0.872
O 0.7498 -2.6595 4.3653 0.0 -0.1 -0.1 -0.541
O 0.8144 -0.5890 4.9135 0.0 0.1 0.1 -0.565
H 0.2827 -1.9362 2.0634 0.0 -0.1 0.1 0.298
H -0.5290 -0.4824 2.7049 0.0 0.1 0.0 0.262
H 1.2174 -0.4476 2.3612 -0.1 0.1 -0.1 0.282
C -1.1223 3.5115 1.9146 0.1 0.0 0.3 -0.739
N -0.5830 4.6654 1.1393 -0.1 -0.5 0.2 0.835
O -0.3284 5.6955 1.7431 0.0 0.1 -0.1 -0.578
O -0.4411 4.4677 -0.0375 0.1 0.4 -0.3 -0.416
H -1.2032 3.8035 2.9551 0.0 0.1 0.0 0.302
H -2.0906 3.2653 1.4915 0.0 -0.1 -0.1 0.253
H -0.4310 2.6836 1.7803 -0.1 -0.1 -0.2 0.303
C 0.9913 -5.9876 4.5806 0.1 0.0 -0.1 -0.138
N 0.3213 -7.0505 3.7830 0.0 0.1 0.1 0.943
O 1.0141 -7.7681 3.0933 0.0 -0.1 0.0 -0.557
O -0.8861 -7.1367 3.8806 -0.1 0.0 0.0 -0.577
H 2.0543 -6.0322 4.4008 -0.1 -0.1 0.0 -0.024
H 0.5881 -5.0307 4.2662 -0.1 0.0 0.0 0.280
H 0.7641 -6.1820 5.6250 -0.1 0.0 0.0 0.133
C -7.0116 -2.3943 -5.2423 -0.2 0.0 -0.1 -0.737
N -7.1498 -1.7679 -3.8987 0.1 -0.1 -0.4 0.869
O -8.2564 -1.4225 -3.5306 0.0 0.0 0.1 -0.553
O -6.1245 -1.6466 -3.2765 -0.1 0.0 0.4 -0.528
H -7.9927 -2.4428 -5.6992 0.0 0.0 0.0 0.295
H -6.3293 -1.7729 -5.8153 0.1 0.0 0.1 0.302
H -6.5887 -3.3825 -5.0944 0.1 0.0 0.0 0.279
C 6.1054 -5.2607 3.9981 0.1 -0.1 0.1 -0.751
N 4.6205 -5.2083 4.0808 0.0 0.0 0.0 0.839
O 4.0935 -5.5769 5.1139 0.2 0.0 0.1 -0.536
O 4.0350 -4.7999 3.1074 0.0 0.0 -0.1 -0.466
H 6.4861 -5.6440 4.9366 0.0 0.0 0.0 0.309
H 6.3588 -5.9139 3.1695 0.0 0.1 -0.1 0.286
H 6.4532 -4.2499 3.8110 0.0 0.0 -0.1 0.295
C -1.0878 -5.2413 8.3833 -0.1 -0.1 -0.2 -0.700
N 0.0885 -5.8377 9.0751 -0.1 0.0 0.0 0.885
O 0.2433 -7.0382 8.9977 0.0 -0.1 0.0 -0.524
O 0.8144 -5.0764 9.6765 0.0 0.0 0.1 -0.535
H -1.6413 -6.0341 7.8955 0.0 -0.1 0.0 0.307
H -1.6918 -4.7486 9.1383 0.1 0.1 0.0 0.287
H -0.7175 -4.5224 7.6581 0.0 0.1 0.1 0.281
```
Forces are in eV/Å.

3.
C6H9Cl2O6PRhSm | wB97M-V/def2-TZVPD

Multiplicity   10
⟨S²⟩   24.876
E   -73841.12763 eV
Frontier orbital gap (spin up / spin down)   5.0 / 5.4 eV
HOMO (spin up / spin down)   -20.9 / -21.4 eV
Net charge   +4

Structure (XYZ):
```
26
Properties=species:S:1:pos:R:3:forces:R:3:mulliken_charge:R:1
Sm 0.3167 7.2621 -0.0879 1.8 -14.5 -6.2 1.597
Rh -0.2013 -0.3548 1.1807 -2.3 1.5 -1.9 0.061
Cl 1.6783 6.3614 -1.7501 0.9 -0.3 -1.0 -0.133
Cl -2.5308 -0.0331 1.4720 1.2 0.4 0.1 -0.066
C -0.0711 -1.4739 2.5899 1.0 -7.1 9.4 0.660
C 0.9879 9.1199 -0.4074 5.5 14.0 -2.7 0.120
C -0.7648 8.0831 1.3626 -8.7 7.6 12.3 0.228
O -0.0015 -2.2138 3.5459 -0.7 5.3 -6.9 -0.196
O 1.4171 10.1656 -0.6256 -1.8 -4.4 0.9 0.114
O -1.4019 8.5048 2.2220 2.4 -1.8 -3.4 0.076
C 2.1862 -2.7937 0.7857 0.7 -1.3 0.7 -0.737
O 1.8384 -2.2486 -0.4835 -0.9 -0.3 -0.1 -0.245
P 0.1318 -2.0009 -0.5165 -1.5 0.4 -1.7 1.182
O 0.2015 -3.3705 -1.5326 0.5 1.7 1.7 -0.193
C -0.0827 -4.5318 -0.7382 -1.0 -1.0 1.0 -0.616
O -1.5563 -1.7516 -0.5258 3.1 -1.0 1.1 -0.243
C -2.0236 -1.4008 -1.8234 -0.9 0.0 -1.8 -0.698
H 2.4878 -1.9696 1.4456 0.1 -0.1 -0.1 0.329
H 3.0114 -3.4912 0.6471 0.2 0.2 -0.1 0.286
H 1.3813 -3.3828 1.2810 0.1 0.5 -0.3 0.438
H 0.8420 -5.0073 -0.3822 0.1 0.1 -0.4 0.328
H -0.7346 -4.3155 0.1389 0.3 0.1 -0.4 0.423
H -0.6387 -5.2299 -1.3582 0.2 -0.2 -0.4 0.302
H -1.2086 -1.1569 -2.5302 -0.3 -0.1 0.2 0.428
H -2.6042 -2.2469 -2.1922 0.0 0.2 -0.2 0.306
H -2.6602 -0.5235 -1.7176 0.0 -0.1 0.0 0.249
```
Forces are in eV/Å.

4.
C7H12 | wB97M-V/def2-TZVPD

SMILES   C=C(/C=C/C)CC
Energy above the lowest of the compared OMol25 structures with the same formula, charge and spin   2.008 eV
E   -7451.42319 eV
Frontier orbital gap   9.1 eV
HOMO   -8.2 eV
Net charge   0

Structure (XYZ):
```
19
Properties=species:S:1:pos:R:3:forces:R:3:mulliken_charge:R:1
C 0.7340 -2.3005 0.7452 -0.5 0.1 -2.3 -0.941
C 0.1781 -1.3918 -0.5366 -0.4 -2.9 1.0 -0.958
C -0.8957 -0.4002 -0.1811 -2.3 -0.5 -1.0 1.013
C -2.2037 -0.7421 -0.2554 0.8 -2.1 -0.3 -1.023
C 1.0323 2.8296 0.1183 -0.4 1.2 -0.5 -1.272
C 0.6800 1.4216 -0.1326 -2.4 1.6 0.6 -0.150
C -0.6084 1.0096 -0.1178 3.5 -1.0 -0.2 -0.518
H -0.1690 -2.6358 1.2824 0.5 0.9 0.4 0.314
H 1.4963 -1.7170 1.2258 -0.1 0.2 1.1 0.263
H 1.2026 -3.2964 0.5135 -0.2 1.1 -0.6 0.331
H 0.8575 -0.8694 -1.1898 1.0 -0.2 0.3 0.418
H -0.2584 -2.1873 -1.1841 0.0 0.7 0.3 0.349
H -2.4227 -1.8292 -0.4784 -0.1 1.4 0.4 0.236
H -3.0494 -0.0693 -0.1849 0.2 0.1 0.2 0.325
H 2.1012 2.9986 0.1393 0.2 0.1 -0.2 0.342
H 0.5421 3.5309 -0.5676 0.3 -0.1 -0.1 0.294
H 0.6352 3.0811 1.0808 0.0 0.4 0.8 0.318
H 1.5668 0.8892 -0.0987 1.0 -2.2 -0.2 0.316
H -1.4190 1.6786 -0.1785 -0.8 0.9 0.3 0.342
```
Forces are in eV/Å.

5.
C3H9N3O2 | wB97M-V/def2-TZVPD

Energy above the lowest of the compared OMol25 structures with the same formula, charge and spin   5.576 eV
E   -11818.48343 eV
Frontier orbital gap (spin up / spin down)   6.7 / 6.2 eV
HOMO (spin up / spin down)   -6.4 / -5.9 eV
Net charge   0

Structure (XYZ):
```
17
Properties=species:S:1:pos:R:3:forces:R:3:mulliken_charge:R:1
C -1.5874 -0.9047 0.6155 0.2 0.0 0.2 0.700
C -1.8040 -2.1224 -0.2309 0.0 0.1 0.0 -1.007
O -0.6815 -0.7497 1.3983 0.1 -0.1 0.1 -0.648
O -2.5192 0.0258 0.4140 -0.6 0.2 -0.3 -0.439
H -2.3889 0.7941 0.9904 0.3 -0.2 0.1 0.360
H 1.0329 0.2512 1.1237 -0.1 0.1 -0.3 0.226
H 0.2120 0.1418 -0.9058 0.4 0.3 0.2 0.180
H -0.8568 -2.6186 -0.4257 0.0 0.0 0.0 0.306
H -2.3064 -1.8527 -1.1568 0.0 -0.1 0.0 0.346
H -2.4452 -2.8087 0.3215 0.0 0.0 0.0 0.329
C 2.4384 1.7024 0.8055 -0.1 0.1 -0.5 -0.520
N 1.0899 0.6584 -0.8142 -0.8 -0.5 -0.3 0.354
N 1.4553 0.8747 0.4426 0.2 -0.2 0.2 0.034
N 1.5618 1.4524 -1.7770 0.6 0.5 0.3 -0.922
H 1.0805 1.2343 -2.6439 -0.2 -0.3 0.2 0.146
H 2.9014 2.2862 0.0403 0.1 0.1 -0.2 0.322
H 2.8170 1.6355 1.8026 -0.1 -0.1 0.3 0.232
```
Forces are in eV/Å.

6.
C5H8FNS | wB97M-V/def2-TZVPD

SMILES   CC1=CS[C@@H](F)N1C
Energy above the lowest of the compared OMol25 structures with the same formula, charge and spin   1.363 eV
E   -20355.63575 eV
Frontier orbital gap   9.3 eV
HOMO   -8.4 eV
Net charge   0

Structure (XYZ):
```
16
Properties=species:S:1:pos:R:3:forces:R:3:mulliken_charge:R:1
C 0.6391 0.0515 -1.9203 -0.5 0.6 -0.1 -0.348
C -0.1974 -0.2614 -0.9384 3.4 1.0 2.9 0.431
C 1.5010 1.0262 0.3229 2.7 -0.5 1.5 0.117
C -1.5063 -0.8971 -0.8148 0.4 -0.5 -1.6 -1.393
C -0.2154 -0.1314 1.7069 0.9 -0.2 0.6 -0.941
N 0.6236 -0.0066 0.5134 -3.5 -2.5 -3.4 -0.053
F 0.8684 2.2616 0.6202 0.8 -0.1 -0.5 -0.326
S 2.1867 0.8098 -1.3616 -1.5 0.0 -0.1 -0.150
H 0.3011 0.0221 -2.9710 0.7 0.0 0.6 0.343
H 2.4891 0.8655 1.0043 -2.4 1.0 -1.1 0.313
H -2.1097 -0.3202 -0.1954 -1.3 1.2 1.1 0.385
H -1.3202 -1.7980 -0.2413 -0.4 -0.7 -0.5 0.339
H -2.0310 -0.9916 -1.8073 0.7 -0.4 1.1 0.327
H -0.8752 -1.0251 1.6903 0.5 0.6 -0.5 0.292
H 0.4902 -0.3753 2.5591 -0.9 0.9 -0.6 0.320
H -0.8438 0.7703 1.8330 0.4 -0.4 0.5 0.345
```
Forces are in eV/Å.

7.
C4H7NO | wB97M-V/def2-TZVPD

SMILES   O=C1CCCN1
Energy above the lowest of the compared OMol25 structures with the same formula, charge and spin   0.029 eV
E   -7799.61568 eV
Frontier orbital gap   10.5 eV
HOMO   -9.5 eV
Net charge   0

Structure (XYZ):
```
13
Properties=species:S:1:pos:R:3:forces:R:3:mulliken_charge:R:1
O -2.5423 -0.2645 -0.3772 0.2 0.1 0.3 -0.655
C -1.3444 -0.1398 -0.2112 -0.1 0.0 0.0 0.294
C -0.5996 0.4559 0.9743 -0.1 0.0 0.1 -0.373
C 0.8698 0.0848 0.7241 0.0 0.0 0.0 -0.501
C 0.9615 -0.1730 -0.8011 0.1 0.0 0.0 -0.483
N -0.4135 -0.5159 -1.1283 -0.2 0.0 0.0 -0.138
H -0.7681 1.5389 0.9653 0.0 -0.1 0.0 0.234
H -1.0070 0.0634 1.9083 0.1 0.1 -0.1 0.280
H 1.5699 0.8578 1.0541 -0.1 -0.1 -0.1 0.323
H 1.1190 -0.8338 1.2651 -0.1 0.1 -0.1 0.254
H 1.3108 0.7215 -1.3376 -0.2 -0.1 0.1 0.247
H 1.6591 -0.9869 -1.0296 -0.2 0.1 0.0 0.297
H -0.8151 -0.8085 -2.0063 0.6 0.0 -0.2 0.222
```
Forces are in eV/Å.

8.
C3H13N2O | wB97M-V/def2-TZVPD

Energy above the lowest of the compared OMol25 structures with the same formula, charge and spin   2.136 eV
E   -8341.84604 eV
Frontier orbital gap   10.1 eV
HOMO   -13.4 eV
Net charge   +1

Structure (XYZ):
```
19
Properties=species:S:1:pos:R:3:forces:R:3:mulliken_charge:R:1
N -0.2009 -1.3893 -0.5199 -0.2 -2.4 2.4 -0.411
C -1.1087 -0.1987 -0.4169 1.4 1.4 -1.2 0.100
C -1.3522 0.2770 -1.9056 -1.6 2.7 2.1 -1.141
C -0.2834 0.8045 0.5666 -0.8 -1.1 -2.6 -0.798
N 0.8782 1.2078 -0.1807 4.8 -0.1 2.3 -0.453
H 0.2362 -1.5986 0.4771 -1.6 -0.1 -2.1 0.334
H 0.6917 -1.1360 -0.9830 -0.8 0.1 -0.6 0.423
H -0.7435 -2.2464 -0.9386 1.9 1.8 0.9 0.370
H -2.1158 -0.3553 -0.1206 -0.4 -1.2 1.3 0.407
H -2.4437 0.3031 -2.2584 1.6 -0.4 0.9 0.306
H -0.7736 -0.1965 -2.6357 1.1 -0.7 -1.0 0.375
H -1.0616 1.3462 -1.7830 -0.2 -0.6 -1.1 0.268
H -0.9711 1.5603 0.8484 -0.6 1.0 0.4 0.325
H 0.0437 0.2511 1.4416 -0.1 0.0 0.1 0.485
H 0.9282 1.9007 -0.8996 -1.1 0.4 -0.2 0.163
H 1.8180 1.4333 0.4284 -3.4 -1.0 -1.7 0.242
H 2.4865 0.0307 3.0844 -0.7 -0.6 -0.9 0.312
H 2.0070 -1.3320 3.1957 0.0 -3.5 2.7 0.280
O 1.9650 -0.6619 2.5999 0.6 4.1 -1.8 -0.587
```
Forces are in eV/Å.